No. 1
Below is a structure of composition C25H36NOPtSi at a distorted geometry, with properties calculated with ωB97M-V/def2-TZVPD.

Last column: Löwdin charge in e.
Element x y z (Å)
Pt 0.030 -0.220 0.956  1.107
Si -0.039 2.838 1.907  0.463
O -1.601 -0.170 -1.128  -0.038
N -0.694 1.649 0.653  -0.113
C 1.439 2.111 2.771  -0.185
C -1.789 1.915 -0.082  -0.243
C -2.521 3.139 0.038  -0.013
C -2.324 -3.233 -2.954  -0.051
C -1.343 3.103 3.213  -0.153
C 2.429 -0.214 -2.677  -0.065
C 1.344 -0.739 -0.540  -0.226
C 1.224 -3.865 3.491  -0.632
C -2.243 -2.311 -1.921  0.013
C -1.739 -1.057 -2.204  -0.272
C 1.723 0.409 -1.464  -0.495
C -1.392 -1.625 -4.485  -0.053
C -3.935 2.533 -1.800  -0.004
C -1.903 -2.893 -4.232  -0.062
C -3.286 1.330 -1.955  0.024
C 0.563 -1.768 1.937  -0.216
C 0.000 -4.330 4.290  -0.044
C 0.858 -2.731 2.640  -0.086
C 1.711 -4.999 2.572  -0.043
C 0.469 4.372 0.974  -0.142
C 2.352 -3.447 4.444  -0.048
C -1.301 -0.692 -3.464  -0.021
C -3.550 3.446 -0.800  -0.038
C -2.240 1.000 -1.100  -0.171
C 2.624 1.435 -0.798  -0.075
H -0.355 4.893 0.490  0.031
H -4.075 4.385 -0.697  0.121
H 2.002 -5.851 3.187  0.091
H 2.995 2.158 -1.526  0.089
H 2.250 1.820 2.106  0.021
H -1.057 -1.362 -5.479  0.115
H 3.352 -0.711 -2.374  0.091
H -1.642 2.143 3.642  0.046
H -0.804 -4.642 3.623  0.088
H 1.205 4.124 0.208  0.034
H 1.186 1.255 3.397  0.029
H -3.603 0.629 -2.714  0.132
H -0.891 3.684 4.019  0.049
H 1.799 -0.950 -3.178  0.072
H 2.030 -2.636 5.096  0.087
H -0.373 -3.532 4.931  0.088
H 2.095 1.981 -0.022  0.018
H -1.968 -3.617 -5.032  0.112
H 2.224 -1.176 -0.073  0.071
H 0.942 5.071 1.667  0.051
H 3.489 0.949 -0.340  0.096
H 2.636 -4.296 5.065  0.088
H 3.229 -3.116 3.888  0.088
H 2.689 0.562 -3.398  0.086
H 0.923 -5.316 1.891  0.088
H 0.782 -1.516 -1.060  0.062
H -2.557 -2.554 -0.914  0.130
H -2.244 3.623 2.897  0.029
H -2.228 3.842 0.799  0.076
H 2.575 -4.686 1.986  0.088
H -0.899 0.297 -3.641  0.130
H -2.718 -4.221 -2.756  0.115
H 0.276 -5.177 4.920  0.091
H -4.766 2.771 -2.451  0.126
H 0.812 0.912 -1.817  0.109
H 1.822 2.892 3.434  0.049

## Properties
largest force on an atom = 1.0 eV/Å
relative energy (zero: lowest compared OMol25 entry of this formula, charge and spin) = 0.3 kcal per mole
Kohn-Sham gap (spin up / spin down) = 5.0 / 5.0 eV
total charge = +1
LUMO energy (spin up / spin down) = -0.22605 / -0.22616 Eh

No. 2
Below is a cluster of 7 separate species, C36H35BBrClF7IN3O19PS2 in total at a distorted geometry, with properties calculated with ωB97M-V/def2-TZVPD.

Last column: Löwdin charge in e.
Element x y z (Å)
I 0.667 0.174 -1.892  0.930
Br -0.184 4.243 -0.261  0.669
Cl 2.511 6.494 -0.189  0.582
S 6.459 1.928 0.117  0.680
S 3.798 -0.201 0.139  0.826
P 5.951 5.386 -0.025  0.705
F 1.998 -5.547 -3.162  0.071
F 3.478 -4.032 0.767  -0.127
F -2.099 5.720 7.231  0.082
F -6.243 -1.035 -4.568  0.083
F 3.506 10.915 0.375  0.079
F -1.739 -4.781 -4.887  0.070
F -4.826 -3.343 0.018  0.078
O 4.377 9.763 -2.728  0.072
O 5.031 11.700 -3.709  0.164
O -1.736 -8.193 -5.155  0.080
O -2.534 0.643 2.967  0.040
O -7.730 -1.949 1.167  0.082
O 3.424 -9.359 -1.416  0.170
O 2.306 -7.543 -2.182  0.132
O -5.723 -1.316 0.348  0.107
O -3.690 -8.512 -6.263  0.169
O -0.570 4.245 6.506  0.148
O -7.335 0.236 0.711  0.163
O 0.266 2.467 5.378  0.175
O -3.090 -6.434 -5.582  0.136
O 4.150 11.717 -1.620  0.140
O -1.712 3.385 4.758  0.048
O -5.944 -4.600 -1.958  0.151
O 4.537 -7.432 -1.852  0.077
O -4.627 -3.916 -3.670  0.067
O -6.331 -2.612 -2.972  0.140
N 0.917 1.098 -0.058  -0.529
N -2.057 1.379 0.582  -0.143
N 5.559 6.558 1.017  -0.356
C -5.580 -2.618 0.874  -0.319
C -3.073 2.446 0.871  -0.134
C -0.206 -0.146 2.015  0.043
C 4.761 2.656 -0.004  -0.534
C -5.479 -1.813 -3.766  -0.320
C -5.662 -3.785 -2.793  -0.522
C 4.054 -2.427 2.651  -0.153
C 2.601 -1.722 2.484  -0.108
C 3.422 -8.218 -1.785  -0.524
C 4.429 4.208 -0.076  -0.294
C -2.162 -6.036 -4.596  -0.333
C -2.529 4.385 5.348  -0.064
C 1.361 -1.991 3.441  -0.111
C 2.940 4.716 -0.150  -0.537
C -1.052 -7.020 -4.745  -0.072
C 2.412 -0.669 1.322  -0.310
C 1.967 -3.492 5.837  0.074
C 2.006 2.102 -0.075  -0.303
C -1.537 5.197 6.116  -0.323
C 1.040 0.126 1.061  -0.232
C 1.536 -3.031 4.669  -0.078
C 4.564 11.114 -2.771  -0.526
C 3.936 9.457 -1.415  -0.094
C -6.964 -0.905 0.737  -0.522
C -6.983 -3.130 0.916  -0.062
C 3.354 10.756 -0.960  -0.326
C -2.708 0.468 -0.425  -0.138
C 0.017 -1.207 3.186  0.049
C 4.137 -6.213 -2.456  -0.069
C 3.546 1.657 0.000  -0.391
C 4.017 -3.970 2.132  -0.136
C -0.593 3.289 5.536  -0.520
C 2.671 -6.179 -2.172  -0.327
C -2.910 -7.780 -5.720  -0.520
C 1.721 3.676 -0.156  -0.498
C -4.713 -2.817 -4.564  -0.064
B -1.637 0.640 1.817  -0.478
H -2.921 2.970 1.899  0.094
H -2.869 1.004 -1.436  0.100
H -3.276 3.911 5.991  0.152
H -2.163 1.361 3.557  0.094
H -3.720 -2.458 -4.842  0.144
H -5.240 -3.128 -5.471  0.153
H 4.666 -5.365 -2.017  0.143
H 2.304 10.898 -1.234  0.176
H 3.198 8.651 -1.426  0.071
H 2.411 -5.736 -1.206  0.169
H -7.302 -3.565 -0.035  0.138
H 7.106 4.689 0.513  -0.012
H 6.270 6.467 1.777  -0.036
H -2.640 -6.048 -3.612  0.175
H 4.791 9.142 -0.809  0.141
H 4.359 -6.249 -3.527  0.148
H 6.311 5.854 -1.332  0.001
H 5.121 -4.342 2.147  0.130
H -0.517 -7.184 -3.808  0.139
H -3.044 4.971 4.584  0.146
H 4.277 -2.418 3.795  0.124
H -4.126 1.943 0.875  0.103
H -5.091 -2.567 1.851  0.179
H -3.127 3.259 0.042  0.082
H -1.998 -0.439 -0.554  0.053
H 3.367 -4.572 2.883  0.121
H -0.332 -6.731 -5.516  0.150
H -4.859 -1.184 -3.120  0.175
H 7.410 2.797 -0.437  -0.126
H -3.726 0.026 -0.063  0.088
H -7.134 -3.866 1.707  0.147
H 2.054 -3.857 6.935  0.061
H 4.906 -1.816 2.141  0.099
H -0.872 -1.378 3.898  0.113
H -1.059 5.991 5.535  0.179

## Properties
largest force on an atom = 6.6 eV/Å
Kohn-Sham gap = 7.1 eV
SMILES = C#Cc1cc(B(O)N(C)C)c2c(c1CCF)Sc1c(S)c([PH2]=N)c(Cl)c(Br)c1N2I.O=C1OC[C@@H](F)O1.O=C1OC[C@@H](F)O1.O=C1OC[C@@H](F)O1.O=C1OC[C@@H](F)O1.O=C1OC[C@@H](F)O1.O=C1OC[C@@H](F)O1
LUMO energy = -0.05786 Eh

No. 3
Below is a cluster of 8 separate species, C12H32Cl8O4 in total at a distorted geometry, with properties calculated with ωB97M-V/def2-TZVPD.

Last column: Löwdin charge in e.
Element x y z (Å)
Cl 6.307 12.039 8.559  0.521
Cl 9.786 13.949 3.953  0.512
Cl 11.411 17.013 10.937  0.487
Cl 16.498 11.653 8.834  0.510
Cl 7.157 14.709 9.443  0.514
Cl 11.406 14.088 10.732  0.541
Cl 18.918 10.719 10.201  0.522
Cl 10.672 14.914 6.554  0.571
O 9.491 9.537 8.629  -0.136
O 14.476 7.994 7.973  -0.104
O 9.529 6.990 5.586  -0.101
O 12.278 9.768 8.126  -0.117
C 17.283 10.308 9.716  -1.003
C 11.249 15.591 9.843  -1.038
C 10.956 14.952 4.819  -1.001
C 12.715 11.046 8.589  -0.298
C 10.886 6.727 7.671  -0.077
C 12.104 12.170 7.807  -0.133
C 7.443 13.378 8.310  -1.018
C 8.969 9.497 10.007  -0.242
C 10.072 9.954 10.949  -0.067
C 10.824 7.216 6.229  -0.279
C 14.432 8.511 5.580  -0.090
C 15.221 8.532 6.875  -0.322
H 11.934 14.543 4.620  0.025
H 11.022 12.200 7.899  0.046
H 11.322 9.639 8.334  0.056
H 12.469 13.147 8.111  0.035
H 7.241 13.814 7.335  0.019
H 17.289 9.423 9.087  0.024
H 13.554 9.168 5.672  0.064
H 12.324 12.072 6.747  0.077
H 15.518 9.558 7.099  0.068
H 8.117 10.180 10.016  0.079
H 13.782 11.121 8.421  0.062
H 10.383 10.975 10.743  0.053
H 14.999 8.879 4.718  0.073
H 10.855 15.975 4.479  0.027
H 8.636 8.471 10.154  0.111
H 8.467 13.017 8.361  0.011
H 8.836 7.533 5.991  0.067
H 12.036 15.694 9.109  0.006
H 14.071 7.535 5.277  0.067
H 16.687 10.176 10.605  0.022
H 16.106 7.895 6.753  0.112
H 9.765 9.825 11.988  0.083
H 11.827 6.957 8.180  0.069
H 10.979 9.363 10.844  0.077
H 10.685 5.662 7.686  0.073
H 12.503 11.171 9.655  0.098
H 8.710 9.517 8.062  0.085
H 13.744 8.621 8.136  0.032
H 10.221 15.642 9.494  -0.019
H 11.077 8.260 6.065  0.093
H 11.507 6.636 5.609  0.106
H 10.149 7.167 8.352  0.052

## Properties
largest force on an atom = 1.3 eV/Å
Kohn-Sham gap = 10.0 eV
SMILES = ClCCl.ClCCl.ClCCl.ClCCl.CCO.CCO.CCO.CCO
LUMO energy = 0.00610 Eh

No. 4
Below is a cluster of 4 separate species, C4H14NO3 in total at a distorted geometry, with properties calculated with ωB97M-V/def2-TZVPD.

Last column: Löwdin charge in e.
Element x y z (Å)
O -3.361 -0.482 0.420  -0.051
O 1.606 -2.051 0.006  -0.028
O 0.804 -0.310 -3.013  -0.062
N -0.152 0.090 -0.229  0.074
C -1.219 0.566 -0.719  0.138
C 1.112 2.060 0.293  0.113
C 0.669 0.356 2.095  -0.022
C 0.666 0.873 0.673  -0.336
H 1.666 2.702 0.960  0.092
H -0.035 -0.467 2.197  0.078
H 0.358 1.132 2.786  0.091
H 0.562 -1.238 -3.167  0.052
H -1.441 1.616 -0.573  0.132
H 2.431 -2.218 -0.457  0.070
H -3.244 -0.980 1.238  0.056
H 1.018 2.301 -0.755  0.082
H 1.665 0.072 2.423  0.090
H 1.526 -0.179 -3.641  0.052
H -1.868 -0.015 -1.357  0.112
H -4.273 -0.153 0.442  0.071
H 0.082 -0.908 -0.245  0.127
H 1.429 -2.766 0.624  0.069

## Properties
largest force on an atom = 1.3 eV/Å
relative energy (zero: lowest compared OMol25 entry of this formula, charge and spin) = 30.9 kcal per mole
Kohn-Sham gap = 10.2 eV
total charge = +1
LUMO energy = -0.13361 Eh

No. 5
Below is a cluster of 9 separate species, C30H44N3O16 in total at a distorted geometry, with properties calculated with ωB97M-V/def2-TZVPD.

Last column: Löwdin charge in e.
Element x y z (Å)
O -5.576 -0.842 -1.247  0.013
O 1.440 -0.991 -1.157  -0.104
O 0.259 -2.281 -2.402  0.027
O 4.943 -1.008 -2.126  -0.061
O -1.994 1.839 -3.974  -0.118
O -1.298 1.009 -5.718  -0.029
O 3.245 4.616 1.017  0.093
O -3.794 -2.936 -0.843  -0.032
O 7.662 3.388 -1.879  0.078
O 2.344 -2.260 -2.609  -0.021
O -6.380 -0.612 -6.659  0.040
O 0.093 1.264 -4.107  -0.080
O 0.101 -5.231 3.667  0.174
O -1.084 2.855 6.187  -0.067
O -1.995 2.009 -0.340  0.104
O 0.529 0.116 2.667  0.078
N -0.977 1.589 -4.693  -0.568
N 0.077 1.295 -1.102  0.047
N 1.337 -2.028 -1.887  -0.509
C -0.781 -1.647 3.746  0.144
C 5.318 3.666 -1.856  0.067
C 0.137 -4.105 3.507  -0.538
C 5.600 -0.903 -0.929  -0.497
C 6.656 3.406 -1.176  -0.510
C -5.725 -0.861 -2.525  -0.435
C 0.788 2.305 -0.383  -0.049
C -5.190 0.174 -4.749  0.084
C 1.214 -2.046 2.202  0.047
C 4.132 4.085 0.415  -0.430
C -2.036 -0.183 -1.244  0.038
C 1.172 -3.493 2.564  0.121
C -3.479 -3.373 0.524  -0.401
C 6.713 3.380 0.219  0.025
C -6.759 -1.684 -3.085  0.028
C 5.489 3.761 1.115  0.127
C 0.353 -1.085 2.802  -0.410
C -0.946 2.457 4.878  -0.536
C -0.787 -3.178 4.029  0.056
C -7.065 -1.538 -4.559  0.049
C 4.076 3.934 -1.083  0.024
C -0.299 3.744 4.277  -0.028
C -1.309 1.125 -0.819  -0.400
C -2.219 1.973 4.319  -0.062
C -6.182 -0.666 -5.390  -0.394
C 6.932 -0.190 -1.243  -0.017
C -2.182 -4.181 0.424  -0.024
C 4.665 -0.090 0.046  -0.030
C -4.954 0.010 -3.287  0.057
C -4.549 -4.230 1.097  -0.046
H 7.621 -0.746 -1.956  0.113
H -1.302 -1.152 4.608  0.102
H 5.326 0.060 0.871  0.057
H -1.924 3.441 6.166  0.139
H -2.382 1.790 3.172  0.137
H -3.030 -0.139 -0.678  0.113
H -7.395 -2.414 -2.395  0.153
H -2.326 -5.073 -0.286  0.131
H 5.590 -1.746 -0.414  0.079
H 0.597 0.252 -1.109  0.157
H -1.651 -1.082 -0.998  0.021
H 7.814 3.327 0.687  0.156
H 6.684 0.798 -1.503  0.036
H -1.847 -4.607 1.283  0.040
H -2.129 -0.242 -2.253  0.045
H -4.423 0.630 -5.389  0.123
H -0.948 4.637 4.230  0.086
H 3.817 -0.632 0.384  0.038
H 3.110 4.072 -1.671  0.124
H -1.534 -3.706 -0.069  -0.014
H 1.970 -1.828 1.438  0.094
H 4.415 0.867 -0.471  0.082
H -4.077 0.725 -2.963  0.144
H 5.334 3.686 -3.014  0.141
H -5.458 -3.855 0.911  0.046
H -4.488 -5.196 0.797  0.054
H -2.575 1.143 4.786  0.031
H -0.011 3.496 3.169  0.117
H 0.395 3.546 -0.343  0.193
H 1.849 2.363 -0.617  0.063
H 4.010 -1.370 -1.937  0.087
H -4.423 -4.320 2.124  0.068
H -4.404 -2.276 -0.893  -0.038
H -0.139 1.547 -2.123  0.162
H 5.631 3.615 2.166  0.080
H 1.882 -4.191 2.286  0.078
H -2.944 2.704 4.605  0.066
H -0.232 1.643 4.749  0.120
H 7.404 -0.135 -0.330  0.038
H -1.418 -3.505 4.730  0.054
H 0.723 2.200 0.643  0.037
H -7.935 -2.386 -4.967  0.179
H -3.241 -2.420 1.126  0.157
H 0.356 4.156 4.826  -0.014

## Properties
largest force on an atom = 9.7 eV/Å
relative energy (zero: lowest compared OMol25 entry of this formula, charge and spin) = 22.8 kcal per mole
Kohn-Sham gap = 5.2 eV
total charge = -1
LUMO energy = -0.02222 Eh

No. 6
Below is a structure of composition AgClZn at a distorted geometry, with properties calculated with ωB97M-V/def2-TZVPD.

Last column: Löwdin charge in e.
Element x y z (Å)
Ag 0.184 -0.213 1.028  0.603
Zn -0.119 1.838 -0.349  1.218
Cl -0.065 -1.625 -0.678  0.179

## Properties
largest force on an atom = 1.1 eV/Å
relative energy (zero: lowest compared OMol25 entry of this formula, charge and spin) = 82.7 kcal per mole
Kohn-Sham gap = 6.3 eV
total charge = +2
LUMO energy = -0.55904 Eh